Formula: C22H34F11NO2
Source: the OMol25 dataset
Level of theory: ωB97M-V with the def2-TZVPD basis set

Last column: natural (NBO) charge in e.
Cartesian coordinates (Å):
C 6.92683 -1.40602 0.56103  -0.60
C 6.90207 -0.29132 1.63191  -0.40
C 5.55209 0.43577 1.66904  -0.40
C 5.67384 1.91917 1.99070  -0.39
C 4.42095 2.74848 1.72427  -0.40
C 3.33542 2.62033 2.79242  -0.40
C 2.41036 1.39289 2.73012  -0.40
C 2.11962 0.83285 1.34985  -0.40
C 0.82085 0.02337 1.31346  -0.38
C 0.55049 -0.46386 -0.10314  -0.39
C -0.33025 -1.70434 -0.21660  -0.22
C -0.16002 -2.81358 0.82283  -0.22
N -0.76245 -3.96991 0.11859  -0.63
C -0.67039 -3.78787 -1.27201  0.68
O -1.11593 -4.55139 -2.10351  -0.58
C 0.10768 -2.51046 -1.45520  -0.30
C 0.07608 -1.84389 -2.81776  -0.39
C -1.30347 -1.29335 -3.15838  -0.51
C -1.29772 -0.01610 -3.97633  0.99
F -1.66012 1.05337 -3.21136  -0.34
F -0.11430 0.28174 -4.54541  -0.32
F -2.22507 -0.08980 -4.97296  -0.34
H 7.51855 -1.11010 -0.29562  0.21
H 5.91173 -1.59849 0.23094  0.20
H 7.27683 -2.34126 0.97866  0.21
H 7.72546 0.39770 1.48124  0.20
H 7.04787 -0.79522 2.58079  0.20
H 5.08877 0.35820 0.69192  0.19
H 4.93605 -0.04973 2.41929  0.20
H 6.03748 2.09063 3.00113  0.20
H 6.44117 2.31099 1.32316  0.19
H 4.06386 2.58434 0.71214  0.20
H 4.75804 3.78241 1.75930  0.21
H 2.75400 3.53210 2.85604  0.20
H 3.87191 2.56405 3.73792  0.20
H 1.44755 1.70371 3.13039  0.20
H 2.74805 0.59530 3.38449  0.20
H 2.89325 0.15695 1.00307  0.20
H 2.03647 1.61600 0.59756  0.19
H 0.98132 -0.83152 1.96773  0.19
H -0.00592 0.59791 1.71984  0.20
H 1.49760 -0.68812 -0.58340  0.19
H 0.09850 0.33960 -0.68145  0.22
H -1.40252 -1.54298 -0.28576  0.21
H -0.74688 -2.61826 1.71187  0.21
H 0.86989 -3.06100 1.07208  0.18
H -0.38876 -4.87887 0.35557  0.39
H 1.14274 -2.81850 -1.28874  0.22
H 0.39015 -2.57274 -3.55547  0.23
H 0.83229 -1.06761 -2.81416  0.22
H -1.84452 -2.05087 -3.70864  0.26
H -1.88750 -1.08989 -2.26939  0.22
F -4.46336 -0.13705 -0.30205  -0.32
C -3.93275 0.95934 -0.86761  0.51
F -2.81586 1.27080 -0.16512  -0.33
C -4.88853 2.16070 -0.84530  0.60
F -5.12064 2.54338 0.42743  -0.31
F -4.19935 3.16919 -1.44891  -0.33
C -6.23470 2.05713 -1.60108  -0.13
O -7.44043 1.77015 -0.88367  -0.52
C -7.89617 0.49671 -0.60648  0.85
F -7.19534 -0.44299 -1.26222  -0.32
F -9.16500 0.42938 -1.06443  -0.32
C -7.97153 0.21765 0.90300  0.50
F -6.77409 0.35912 1.49236  -0.32
F -8.38468 -1.05597 1.09115  -0.32
H -3.63790 0.72172 -1.89188  0.15
H -6.40551 3.06803 -1.96680  0.23
H -6.14508 1.42970 -2.48732  0.21
H -8.67904 0.90220 1.37483  0.15

Cartesian forces, eV/Å:
-0.27 0.39 0.42
-0.40 -0.77 -0.19
0.64 0.41 0.33
-0.01 -0.07 -0.69
0.28 0.33 0.64
0.41 -0.62 0.12
-0.32 0.41 -0.27
-0.65 -0.10 -0.15
0.63 -0.09 -0.07
-0.77 0.01 0.56
1.33 -0.73 -0.60
-0.75 -0.56 -0.21
0.36 -0.06 -0.48
-0.22 -0.40 0.04
0.44 0.42 0.34
-0.58 0.15 -0.58
-0.15 -0.02 0.52
0.27 -0.06 -0.33
-0.57 -0.05 -0.21
0.31 -0.16 -0.29
-0.45 -0.05 0.14
0.47 0.21 0.29
0.13 -0.15 -0.23
-0.19 -0.06 -0.23
0.39 -0.17 -0.10
0.13 0.18 0.00
0.23 0.23 0.37
-0.26 -0.11 -0.18
-0.43 -0.19 -0.10
-0.01 -0.03 0.24
0.25 0.08 -0.03
-0.16 -0.14 -0.15
-0.06 0.26 -0.12
-0.26 0.16 -0.26
0.01 0.15 0.28
-0.15 0.03 0.25
0.22 -0.17 0.08
0.39 0.03 -0.02
0.07 0.29 -0.01
-0.18 -0.18 0.19
-0.22 0.09 0.01
0.30 -0.08 -0.04
-0.01 0.17 -0.15
-0.15 0.53 0.10
0.15 0.04 0.35
0.27 0.43 0.11
-0.51 -0.15 0.37
0.22 0.00 0.18
-0.01 -0.11 -0.24
0.05 0.27 -0.04
-0.21 -0.07 -0.21
-0.06 0.11 0.20
-0.43 -0.11 0.15
0.31 0.02 -0.27
-0.01 0.12 -0.01
-0.56 -0.05 0.49
0.04 -0.10 0.10
0.04 -0.06 -0.18
-0.42 -0.02 -0.47
0.59 -0.21 0.59
0.24 0.47 -0.58
0.21 -0.03 0.15
-0.10 -0.02 0.02
-0.19 0.02 0.15
0.32 0.02 -0.12
-0.03 0.01 -0.08
-0.05 0.09 -0.04
0.01 0.03 0.07
0.12 -0.22 0.11
-0.04 0.01 -0.08

Calculated values
Highest occupied orbital energy (eV): -9.6584
E_tot (Eh): -2162.4792
Max |F| (eV/Å): 1.63
Net charge: 0
Energy above the lowest of the compared OMol25 structures with the same formula, charge and spin (kcal per mole): 0.0
SMILES string: CCCCCCCCCC[C@@H]1CNC(=O)[C@H]1CCC(F)(F)F.FC(F)C(F)(F)COC(F)(F)C(F)F